(1)
{"formula": "C14H16Br2NO3OsPS2", "method": "the ωB97M-V functional and the def2-TZVPD basis", "symbols": ["Os", "C", "C", "O", "P", "S", "S", "O", "C", "C", "H", "H", "H", "H", "H", "H", "H", "H", "H", "H", "C", "C", "C", "C", "C", "C", "Br", "C", "C", "Br", "C", "O", "C", "N", "H", "H", "H", "H", "H", "H"], "coordinates": [[0.0501, 0.1518, 0.0963], [0.9255, 4.8251, 4.3808], [0.9940, 4.4048, 2.9296], [0.9329, 2.9548, 2.8491], [-0.2427, 2.1912, 2.1749], [-0.0342, 0.2121, 2.6486], [-0.2997, 2.4754, 0.1214], [-1.5316, 2.8611, 2.8028], [-2.8532, 2.6269, 2.3022], [-3.4628, 1.3623, 2.8796], [0.9545, 5.9092, 4.4412], [1.7711, 4.4187, 4.9278], [0.0052, 4.4664, 4.8358], [1.9485, 4.6762, 2.4758], [0.1760, 4.8426, 2.3520], [-2.7996, 2.5762, 1.2093], [-3.4249, 3.5125, 2.5887], [-2.7726, 0.5264, 2.7759], [-4.3836, 1.1275, 2.3548], [-3.6807, 1.4911, 3.9360], [-3.3784, -0.2298, -0.6351], [-2.7479, -1.5479, -0.3385], [-3.4963, -2.7199, -0.1601], [-2.8573, -3.9263, -0.0070], [-1.4524, -3.9907, -0.0600], [-0.6783, -5.1819, 0.0045], [-1.5379, -6.8602, 0.0735], [0.7001, -5.1338, 0.0072], [1.3746, -3.9210, -0.0813], [3.2521, -3.8586, 0.0025], [0.6815, -2.6876, -0.1824], [1.2770, -1.5689, -0.2778], [-0.7671, -2.7600, -0.1668], [-1.4240, -1.5854, -0.2852], [-4.4439, -0.2354, -0.4300], [-3.2379, -0.0002, -1.6929], [-2.8904, 0.5600, -0.0621], [-4.5735, -2.6656, -0.1557], [-3.4230, -4.8318, 0.1409], [1.2654, -6.0506, 0.0901]], "atomic_forces_ev_per_a": [[-0.5, -3.1, 0.6], [0.0, -0.2, -0.2], [0.2, 0.6, 0.1], [-0.1, -0.5, -0.1], [-0.2, 0.3, 0.6], [0.1, 0.9, -2.9], [0.5, -1.4, 0.9], [0.8, -0.2, 0.1], [-0.8, -0.1, -0.3], [0.3, 0.2, 0.1], [0.0, 0.1, 0.0], [0.1, 0.0, 0.1], [-0.1, 0.0, 0.0], [-0.2, 0.0, 0.0], [0.1, -0.1, 0.0], [-0.1, 0.1, 0.1], [0.1, -0.1, -0.1], [-0.1, -0.1, -0.1], [-0.1, 0.0, 0.0], [0.0, 0.0, 0.1], [0.0, 0.1, 0.0], [0.1, 0.4, 0.1], [0.2, -0.3, -0.1], [0.0, 0.3, -0.1], [0.3, -0.1, 0.0], [0.3, 0.1, 0.0], [0.0, 0.0, 0.0], [-0.8, -0.3, 0.0], [-0.3, 1.7, 0.0], [-0.1, -0.1, -0.1], [-1.5, -3.6, 0.3], [-0.4, 4.4, 0.3], [1.5, -0.8, -0.1], [1.2, 1.7, 0.6], [-0.1, 0.0, 0.1], [0.0, 0.0, 0.0], [-0.1, 0.0, 0.0], [-0.1, 0.1, 0.0], [-0.1, -0.1, 0.0], [0.0, 0.0, 0.0]], "spin_multiplicity": 2, "molar_mass_g_mol": 691.43, "homo_ev": [-10.645, -10.652], "total_charge": 1, "gap_ev": [5.22, 5.40], "e_lumo_ev": [-5.4, -5.2]}

(2)
{"formula": "H4P2S", "method": "the ωB97M-V functional and the def2-TZVPD basis", "symbols": ["P", "P", "S", "H", "H", "H", "H"], "coordinates": [[-0.7057, 0.8090, -0.9036], [2.2774, -0.7097, -0.4093], [1.1248, 0.8431, 0.1178], [-1.3907, 1.9446, -0.2903], [-2.3596, -1.2804, 0.0824], [-2.0152, -1.4078, 0.7969], [3.0689, -0.1989, 0.6060]], "atomic_forces_ev_per_a": [[0.3, 0.2, 0.0], [-0.1, -0.6, -0.6], [-1.8, 1.2, 0.1], [0.9, -0.5, 0.0], [0.8, -0.4, 1.7], [-0.9, 0.2, -1.6], [0.8, -0.1, 0.4]], "spin_multiplicity": 1, "molar_mass_g_mol": 98.05, "homo_ev": [-8.177, -8.030], "total_charge": 0, "gap_ev": [7.07, 6.90], "e_lumo_ev": [-1.1, -1.1]}

(3)
{"formula": "C4H12", "method": "the ωB97M-V functional and the def2-TZVPD basis", "symbols": ["C", "C", "H", "H", "H", "H", "H", "H", "C", "C", "H", "H", "H", "H", "H", "H"], "coordinates": [[-0.2406, 1.8108, -0.8822], [0.6908, 2.1369, 0.2602], [0.3906, 1.5760, -1.7393], [-0.8359, 0.9292, -0.6462], [-0.9587, 2.5645, -1.2061], [1.2794, 1.2196, 0.3690], [0.2649, 2.3069, 1.2462], [1.3648, 2.9234, -0.0711], [-0.2881, -1.6512, 1.0315], [-0.1929, -2.2716, -0.3704], [-0.0026, -0.5932, 1.0045], [-1.3450, -1.6232, 1.3197], [0.3288, -2.1529, 1.7742], [-0.6590, -3.2560, -0.3709], [-0.6538, -1.5840, -1.0754], [0.8575, -2.3352, -0.6436]], "atomic_forces_ev_per_a": [[-0.6, -0.3, -0.3], [0.5, -0.7, -0.3], [-0.2, -0.1, -0.2], [0.0, -0.1, -0.1], [0.2, 0.3, 0.2], [0.3, 0.3, 0.2], [-0.3, 0.4, -0.2], [0.1, 0.2, 0.5], [-0.6, 0.5, -0.4], [0.4, 0.5, 0.8], [0.2, -0.2, 0.0], [0.2, -0.3, 0.4], [-0.2, -0.1, 0.0], [0.1, 0.1, -0.3], [-0.3, -0.3, -0.2], [0.1, -0.3, -0.2]], "spin_multiplicity": 1, "molar_mass_g_mol": 60.14, "homo_ev": -11.703, "total_charge": 0, "gap_ev": 12.86, "smiles": "CC.CC", "e_lumo_ev": 1.2}

(4)
{"formula": "C4H4N4O", "method": "the ωB97M-V functional and the def2-TZVPD basis", "symbols": ["C", "C", "C", "C", "H", "H", "H", "H", "N", "N", "N", "N", "O"], "coordinates": [[-1.9628, -0.8539, -0.2566], [-0.0258, 0.0347, 0.2876], [2.1079, 1.0052, 0.5852], [1.8524, 0.2823, -1.0269], [-3.8280, -1.0555, -0.5874], [-1.6289, -1.9196, -1.0766], [0.5991, 1.4718, 1.9628], [2.7305, -0.1134, -1.7419], [-3.2507, -0.4648, 0.0235], [-1.2465, 0.1005, 0.4503], [0.8910, 0.7042, 1.1134], [0.6626, -0.3575, -0.9424], [3.0991, 1.1661, 1.2089]], "atomic_forces_ev_per_a": [[-6.2, 0.6, -0.4], [4.2, 2.8, -1.6], [-0.5, -3.6, -2.6], [-1.5, -2.7, 2.4], [-0.4, -0.1, 0.3], [-0.6, 3.8, 2.9], [0.6, -3.4, -3.1], [-2.4, 1.4, 1.3], [3.3, -3.2, -2.8], [0.6, -2.5, 0.5], [-1.9, 3.7, 3.4], [3.8, 1.7, 0.1], [0.9, 1.4, -0.4]], "spin_multiplicity": 1, "molar_mass_g_mol": 124.10, "homo_ev": -9.346, "total_charge": 0, "gap_ev": 8.20, "e_lumo_ev": -1.1}